17
Properties=species:S:1:pos:R:3 method="wB97M-V/def2-TZVPD" homo_energy_ev=-8.174 energy_ha=-666.86559 lumo_ev=0.4 orbital_gap_ev=8.59 total_charge=0
C -1.518 -1.403 0.716
C -1.455 0.922 -0.223
C -0.856 -0.473 -0.146
N 0.267 -0.595 -0.729
O 2.799 -0.194 -0.373
O 1.702 1.932 0.783
P 1.952 -1.397 -0.231
H -2.532 -1.607 0.298
H -1.728 -0.907 1.635
H -0.909 -2.303 0.944
H -1.757 1.057 -1.241
H -0.685 1.592 -0.074
H -2.383 0.984 0.375
H 2.360 2.636 0.747
H 2.231 1.237 0.274
H 0.573 0.328 -1.154
H 1.938 -1.809 -1.599